1.
63
Properties=species:S:1:pos:R:3 method="wB97M-V/def2-TZVPD" total_charge=-2 total_energy_ev=-100588.618 orbital_gap_ev=4.340
Sr -0.071 -0.959 0.806
Cl 0.702 7.782 1.208
Cl 1.497 -2.659 2.336
S -2.626 -3.895 1.783
S 3.069 -3.498 -6.111
O 1.524 1.483 3.299
O 2.586 -1.788 2.024
O 0.410 -1.912 2.895
O -1.376 0.097 -0.595
O 1.043 -3.292 1.125
O 1.917 -3.660 3.275
O 0.647 1.081 1.267
N 3.687 -2.546 -4.942
N -2.442 -1.503 3.015
N 1.812 -0.938 -0.783
N 1.616 -3.827 -5.450
N -1.940 -3.307 4.297
N -0.401 -2.443 -1.270
N -2.337 -0.811 1.867
C -3.010 0.286 1.813
C -3.777 2.399 0.868
C -1.685 -3.923 -2.629
C 1.786 -1.673 -1.899
C 2.769 -2.461 -3.999
C -3.817 3.393 -0.092
C 2.883 -1.701 -2.781
C 4.028 -0.973 -2.443
C -2.965 1.265 0.749
C 1.571 5.591 2.543
C 1.576 -3.198 -4.291
C 0.201 3.826 0.887
C 2.894 -0.253 -0.476
C 0.581 -2.459 -2.177
C -2.218 2.148 -1.389
C -1.495 -3.145 -1.481
C 0.800 6.056 1.490
C -0.690 -3.956 -3.575
C -3.023 3.254 -1.232
C -2.283 -2.794 3.052
C 4.041 -0.249 -1.276
C 1.057 1.821 2.211
C 0.965 3.332 1.937
C 0.476 -3.213 -3.360
C 1.640 4.222 2.763
C -2.136 1.109 -0.415
C 0.106 5.192 0.662
H -0.333 3.128 0.254
H 2.103 6.285 3.181
H 2.853 0.312 0.448
H -1.604 2.033 -2.277
H -4.394 2.485 1.758
H 4.908 0.322 -0.975
H 4.877 -1.002 -3.113
H 2.215 3.819 3.586
H -0.504 5.577 -0.145
H -0.772 -4.543 -4.481
H -2.249 -3.103 -0.698
H -2.598 -4.489 -2.754
H -4.451 4.264 0.032
H -3.686 0.502 2.647
H -1.574 -4.243 4.235
H -3.050 4.019 -2.002
H -1.335 -2.671 4.797



2.
15
Properties=species:S:1:pos:R:3 method="wB97M-V/def2-TZVPD" total_energy_ev=-21711.344 relative_energy_kcal_mol=54.1 orbital_gap_ev=8.567 smiles="O=c1s[nH]c2ccccc12"
S -1.689 2.564 0.358
O -2.068 0.593 2.421
N -0.464 1.969 -0.763
C 0.870 -1.795 0.278
C -0.201 0.690 -0.548
C 1.352 -1.102 -0.851
C 0.828 0.129 -1.329
C -0.666 0.011 0.528
C -1.604 0.946 1.354
C -0.231 -1.200 0.990
H 1.256 0.597 -2.177
H 1.569 -2.603 0.835
H -0.461 -1.519 2.103
H 2.099 -1.645 -1.449
H -0.589 2.365 -1.750



3.
57
Properties=species:S:1:pos:R:3 method="wB97M-V/def2-TZVPD" total_energy_ev=-51252.786 relative_energy_kcal_mol=521.1 orbital_gap_ev=7.825
S -2.564 2.839 -0.898
O 1.556 -2.388 -0.584
O -3.495 3.861 0.040
O -2.593 3.160 -2.339
O -0.285 0.228 2.763
O -2.387 -3.772 -1.347
N -1.136 3.459 -0.149
N 0.260 1.497 0.949
N -3.158 -2.765 0.524
N -0.259 -2.059 0.556
C -2.727 -1.044 -1.122
C 0.112 0.240 1.350
C 0.437 1.584 -0.556
C -2.805 1.308 -0.519
C 4.933 0.190 -0.934
C -3.208 0.778 1.056
C 0.213 -2.693 -0.226
C -2.668 0.371 -1.490
C 4.485 0.802 1.160
C -3.042 -1.577 0.037
C 2.972 -0.325 -0.253
C 3.875 -0.556 -1.042
C 3.532 -1.191 -2.397
C 5.369 1.134 0.042
C -3.308 -0.523 1.234
C 1.653 -1.174 0.173
C 3.389 0.277 1.110
C -0.805 3.458 1.200
C -0.042 3.088 -1.101
C 0.359 2.765 1.564
C -3.012 -5.114 0.745
C 0.506 -0.819 0.664
C -2.749 -3.864 -0.168
H 6.292 1.742 0.136
H -2.232 -5.176 1.598
H -0.517 4.700 1.325
H 3.650 -2.329 -2.132
H 4.177 -1.163 -3.176
H 0.957 3.643 -0.871
H -3.305 -0.681 2.091
H -2.901 -6.044 -0.035
H 4.747 1.566 1.871
H -0.049 2.425 2.712
H -1.831 3.379 1.722
H 1.556 1.380 -0.785
H 5.652 0.152 -1.886
H 1.263 3.234 1.450
H -3.351 -2.955 1.629
H -2.492 0.784 -2.495
H 0.118 0.707 -1.091
H -2.700 -1.542 -1.863
H -3.261 1.699 1.592
H -0.171 -3.680 -0.469
H -4.027 -5.081 1.279
H -0.089 2.945 -2.087
H 2.467 -1.144 -2.800
H 2.641 0.261 2.238